Record 1
DFT (ωB97M-V/def2-TZVPD) results for a cluster of 5 separate species, C38H69BFN4O15 in total.

The geometry in XYZ format:
```
128
C38H69BFN4O15 ωB97M-V/def2-TZVPD
H -0.115 2.141 -3.131
O 7.754 3.430 0.722
H -5.714 0.271 -0.305
H 5.445 4.515 3.997
O -4.009 -4.094 0.360
H 4.431 3.112 3.713
H -5.284 -0.742 -1.756
C -2.253 0.591 -2.261
C 1.865 -0.306 -1.682
H 0.756 2.156 -1.620
F -3.982 -1.575 -2.947
H 7.025 5.614 2.379
C -2.702 1.532 1.863
O 0.061 3.417 0.309
H -3.460 0.903 2.348
C -5.100 0.480 -3.479
C -0.080 2.256 5.821
H -3.881 2.745 3.853
H 4.680 -6.306 -2.009
C 0.669 1.756 4.601
H -0.965 -3.940 -0.408
H -5.480 -0.959 2.051
H 2.126 5.470 -0.211
C 0.890 0.283 -2.730
C 2.027 4.424 -0.524
O 0.383 -3.753 -3.137
N -2.131 0.307 -3.610
H 0.230 -0.524 -3.080
H -1.000 1.685 5.952
O 5.589 -4.471 -2.414
H -3.781 -1.162 1.605
O -9.062 -3.365 -2.925
H -9.751 -6.620 -2.343
H 6.338 1.596 4.194
B -3.215 3.048 2.096
H -5.060 1.069 1.082
C 3.359 3.865 -1.062
C -8.208 -2.719 -2.126
H -4.323 3.760 0.716
C -1.357 1.483 -0.250
H -4.793 0.196 -4.486
C 4.981 1.997 -0.368
H -7.979 -5.111 -3.294
H 1.449 -0.277 -0.672
C 2.086 4.001 6.475
C 7.467 3.593 1.876
H 7.408 -6.155 -3.420
C -1.207 1.194 -1.586
H 7.407 2.946 4.480
H -9.497 -4.924 -4.136
O -8.219 -1.513 -2.099
O 2.159 2.748 8.486
H 3.850 3.252 1.016
C 3.756 -4.749 -4.034
C 0.111 1.531 -2.240
O 0.301 1.477 1.431
H 6.042 1.979 -0.112
C -0.259 2.106 0.565
H 3.187 3.124 -1.850
H 5.900 -6.483 -4.251
C -1.029 -3.288 -1.287
O 6.765 2.638 2.517
H 2.773 -4.283 -4.095
H -4.796 -3.367 2.087
H -7.778 -3.600 -0.232
H 4.460 1.166 0.119
C 5.302 3.468 4.267
O 4.549 -2.690 -3.168
O -3.431 3.926 1.048
C -3.560 0.571 -0.325
C -4.467 -0.427 -2.399
H 3.269 -1.951 -1.988
H -4.899 1.530 -3.237
N 1.430 -2.744 -1.295
C 4.636 -3.892 -3.159
H -1.185 0.431 -3.946
N 1.453 3.607 0.566
C 7.797 4.877 2.597
H -2.713 0.906 -4.190
H 1.302 4.412 -1.346
C 5.671 -5.883 -2.181
H 5.088 3.414 5.335
H 4.191 -4.798 -5.032
C -9.751 -5.556 -2.108
H -1.292 -2.267 -0.986
H 3.600 -5.757 -3.656
H 5.162 4.058 0.112
H 1.315 4.331 5.783
C 0.303 -3.291 -2.024
C -2.573 1.172 0.395
H -0.380 3.301 5.729
C -4.866 0.252 0.383
C -7.303 -3.501 -1.208
H 1.471 0.589 -3.608
C -4.793 -1.041 1.196
C 6.415 -6.587 -3.296
H 1.602 2.301 4.458
H 2.365 4.871 7.066
H 6.222 -5.996 -1.249
H -1.825 -3.686 -1.920
H 7.900 4.768 3.675
O -3.412 3.456 3.399
H 6.519 -7.649 -3.075
H -7.030 -4.486 -1.582
H 0.929 0.704 4.724
H 4.900 1.865 -1.453
H -9.300 -5.420 -1.124
H -6.186 0.360 -3.415
O -5.135 -2.159 0.362
H 8.752 5.240 2.226
C -9.010 -4.776 -3.173
H -6.380 -2.936 -1.106
O 0.694 2.041 6.999
H 3.867 4.709 -1.547
C 1.642 2.908 7.419
H -10.783 -5.212 -2.036
N -3.400 0.265 -1.638
H -1.779 1.362 2.418
C 6.520 2.636 3.925
H 2.811 0.235 -1.775
H 0.069 1.864 3.699
H 2.050 -3.539 -1.151
H 1.991 -1.846 -3.187
H 1.548 4.135 1.427
C 4.330 3.351 0.040
C 2.191 -1.767 -2.112
C -4.614 -3.285 1.001
H 2.953 3.656 5.915
```

Summary:
Strongest force on any atom = 0.0416 Eh/bohr
Charge = +1
HOMO energy = -11.407 eV
HOMO-LUMO gap = 7.66 eV
LUMO energy = -3.75 eV
Molecular weight = 851.8 g mol⁻¹
E = -80586.077 eV


Record 2
DFT (ωB97M-V/def2-TZVPD) results for a structure of composition C4H9NO3S2.

The geometry in XYZ format:
```
19
C4H9NO3S2 ωB97M-V/def2-TZVPD
C 0.744 1.412 -0.525
H 0.749 2.351 -1.082
C 0.766 1.623 1.004
O 0.064 -2.504 0.834
S 0.093 -1.658 -0.320
H -1.265 2.825 0.948
H 1.585 0.779 -0.827
O -0.491 0.783 -0.811
H -1.987 -2.438 -1.101
H 1.792 1.747 1.350
H -0.623 -3.239 -1.930
C 0.111 0.424 1.610
O 1.375 -1.372 -0.908
H 0.744 -0.406 1.887
S -0.091 3.181 1.460
H -1.078 -1.572 -2.378
N -0.739 -0.230 0.093
C -1.026 -2.299 -1.578
H -0.725 0.592 2.274
```

Summary:
Strongest force on any atom = 0.0686 Eh/bohr
HOMO energy = -9.455 eV
Energy relative to the best compared isomer or geometry (same formula, charge and spin) = 179.07 kJ/mol
HOMO-LUMO gap = 10.20 eV
LUMO energy = 0.75 eV
Molecular weight = 183.3 g mol⁻¹
E = -33593.865 eV


Record 3
DFT (ωB97M-V/def2-TZVPD) results for a structure of composition C25H21ClMoN4O7.

The geometry in XYZ format:
```
59
C25H21ClMoN4O7 ωB97M-V/def2-TZVPD
O -1.927 -1.081 2.688
N 1.648 -0.439 0.723
H -0.538 3.776 3.561
H 0.091 -5.386 -1.756
C -2.609 1.009 -0.471
N 2.827 -5.155 -2.102
H -0.867 1.406 2.974
H -5.049 -0.545 -1.432
C 3.964 0.150 0.727
H -2.324 -2.529 0.336
C 2.478 -3.913 -1.370
H -5.726 0.455 -0.134
H -4.777 1.883 -2.520
O 3.800 -5.111 -2.812
O -2.108 0.005 0.131
H -5.164 2.699 -0.992
C -1.246 -4.060 -0.755
C 1.466 4.327 -1.875
C 0.447 2.506 -0.020
O 0.336 -1.152 3.104
H 0.672 1.033 -1.591
C -0.436 2.080 2.212
H 4.718 0.858 1.037
C 4.288 -0.970 0.004
C 0.902 -2.463 -0.263
C 1.117 -3.653 -0.963
H -1.987 1.866 -0.723
H -2.123 -4.668 -0.925
H 0.386 5.344 1.899
H 4.492 -3.324 -1.436
H 2.350 1.271 1.624
O -1.045 -2.906 3.963
C 0.607 3.869 0.336
Mo -0.436 -0.317 1.332
C 0.249 4.300 1.645
C -0.075 1.636 0.967
C -1.372 -2.865 -0.051
H -4.396 -0.664 0.224
C -0.015 -4.458 -1.216
C -4.373 2.221 -1.567
H 1.864 5.021 -2.603
C -4.814 0.005 -0.521
C 2.630 0.388 1.066
H 1.256 5.807 -0.357
N -0.325 -2.082 0.179
C -0.263 3.438 2.572
O -1.153 -0.741 4.930
C 3.496 -3.075 -1.096
H 1.568 2.642 -3.223
H 5.313 -1.170 -0.283
H -3.573 2.934 -1.747
C 3.268 -1.869 -0.358
N -3.859 1.070 -0.822
O 2.122 -6.123 -1.905
Cl -0.976 -1.523 3.786
C 1.969 -1.568 0.038
C 0.802 2.076 -1.320
C 1.300 2.970 -2.228
C 1.129 4.766 -0.626
```

Summary:
Strongest force on any atom = 0.0047 Eh/bohr
Charge = +2
HOMO energy (alpha / beta) = -13.937 / -14.274 eV
Energy relative to the best compared isomer or geometry (same formula, charge and spin) = 182.62 kJ/mol
HOMO-LUMO gap (alpha / beta) = 7.11 / 6.74 eV
LUMO energy (alpha / beta) = -6.83 / -7.53 eV
Molecular weight = 620.9 g mol⁻¹
Spin multiplicity = 3
E = -60913.626 eV


Record 4
DFT (ωB97M-V/def2-TZVPD) results for a structure of composition C10H19AlNO2Sr.

The geometry in XYZ format:
```
34
C10H19AlNO2Sr ωB97M-V/def2-TZVPD
C 1.314 -2.715 0.993
H -0.890 2.755 -0.706
C 1.545 0.676 1.041
Al -0.453 1.050 1.318
C 1.312 -2.376 -0.512
H 0.300 -2.948 1.344
C -1.724 -0.426 0.837
H 2.087 1.684 1.043
H 1.803 -1.971 1.630
H -0.543 -0.312 -3.875
C 0.871 -0.774 -2.258
C 1.945 -0.013 -0.299
C -3.776 2.642 0.601
C -2.590 2.746 0.495
H -0.730 0.683 -2.354
H -0.913 0.472 3.430
C -0.493 -0.314 -2.782
H 1.884 -3.649 1.121
H 2.256 -2.714 -0.977
H 0.518 -2.996 -0.967
Sr 0.807 3.150 -0.964
H -1.247 -1.415 0.813
N 0.971 -0.982 -0.828
H 2.878 -0.582 -0.102
C -1.129 2.779 0.403
H -1.255 -1.001 -2.383
O 1.809 -0.916 -2.984
O -0.667 1.343 3.100
H -0.743 3.720 0.941
H -2.049 -0.250 -0.213
H -2.646 -0.408 1.434
H 2.249 0.732 -1.078
H -4.738 2.229 0.837
H 1.905 0.173 1.945
```

Summary:
Strongest force on any atom = 0.0886 Eh/bohr
Charge = +1
HOMO energy = -11.488 eV
Energy relative to the best compared isomer or geometry (same formula, charge and spin) = 65.93 kJ/mol
HOMO-LUMO gap = 5.70 eV
LUMO energy = -5.79 eV
Molecular weight = 299.9 g mol⁻¹
E = -23685.970 eV


Record 5
DFT (ωB97M-V/def2-TZVPD) results for an isolated molecule of C23H24N4O5S.

The geometry in XYZ format:
```
57
C23H24N4O5S ωB97M-V/def2-TZVPD
C -1.746 1.219 -2.206
C 3.355 0.977 -2.337
O 3.347 1.807 -1.457
S -3.469 1.365 -1.773
C 0.929 0.893 -2.800
C -0.803 1.985 -1.548
H 4.995 0.371 3.206
H -1.135 2.684 -0.797
C -4.573 -0.735 2.863
H -2.141 -0.251 -3.692
N -3.882 -0.222 -1.343
H -3.855 -2.539 1.908
C 1.389 -0.387 1.911
C 3.785 -0.299 1.570
H 1.283 2.411 -1.327
H 5.460 0.680 -2.246
C -1.377 0.318 -3.187
N -4.743 -1.311 0.452
H 3.737 -1.851 -2.451
H -3.228 1.358 1.572
H 3.018 0.706 4.675
H 0.398 -0.593 1.539
H 0.263 -0.564 -4.231
C -3.767 -0.674 -0.036
C 4.737 -0.565 0.467
H -4.767 -0.481 -1.761
H -1.603 0.919 2.099
H -5.622 -2.377 1.938
C -3.152 -0.209 3.063
C 1.604 0.078 3.205
O 1.727 -1.350 -1.069
O -4.236 1.631 -2.952
C 4.596 0.152 -2.651
N 2.268 0.627 -3.084
H -2.495 -1.046 3.320
C 2.494 -0.571 1.107
C 0.538 1.831 -1.845
C -2.442 -0.401 0.626
H -4.928 -1.145 3.812
N 3.950 -1.011 -0.594
O -3.604 2.241 -0.647
H 5.423 -1.703 -1.872
C -4.686 -1.829 1.794
H -5.232 0.089 2.583
H 0.759 0.236 3.858
H -2.026 -1.365 0.943
H -3.153 0.480 3.911
C -0.039 0.155 -3.484
H 4.729 0.001 -3.722
H 2.404 -0.108 -3.766
C 4.453 -1.206 -1.935
C -2.588 0.517 1.843
C 2.883 0.344 3.667
O 5.934 -0.458 0.429
C 3.998 0.159 2.854
H -1.763 0.040 -0.103
C 2.595 -1.021 -0.296
```

Summary:
Strongest force on any atom = 0.0255 Eh/bohr
HOMO energy = -9.049 eV
Energy relative to the best compared isomer or geometry (same formula, charge and spin) = 7.67 kJ/mol
HOMO-LUMO gap = 8.46 eV
SMILES = O=C(CCN1C(=O)c2ccccc2C1=O)Nc1ccc(S(=O)(=O)NC2=NCCCCC2)cc1
LUMO energy = -0.59 eV
Molecular weight = 468.5 g mol⁻¹
E = -51275.306 eV


Record 6
DFT (ωB97M-V/def2-TZVPD) results for an isolated molecule of C5H8O2.

The geometry in XYZ format:
```
15
C5H8O2 ωB97M-V/def2-TZVPD
O -1.688 0.950 0.965
C -0.074 -0.614 0.125
H 0.549 1.224 -0.881
H 1.063 -1.060 2.066
O 3.072 0.402 0.525
H 1.098 -0.232 -1.784
H -2.252 -0.878 0.169
C 1.903 0.162 0.388
C -1.497 -0.089 0.026
H -2.633 1.125 1.041
C 0.807 -0.276 1.351
C 0.877 0.179 -0.790
H -1.491 0.302 -1.023
H 0.411 0.597 1.880
H -0.047 -1.682 -0.112
```

Summary:
Strongest force on any atom = 0.0219 Eh/bohr
HOMO energy = -9.369 eV
Energy relative to the best compared isomer or geometry (same formula, charge and spin) = 139.54 kJ/mol
HOMO-LUMO gap = 10.04 eV
SMILES = O=C1CC(CO)C1
LUMO energy = 0.67 eV
Molecular weight = 100.1 g mol⁻¹
E = -9408.386 eV


Record 7
DFT (ωB97M-V/def2-TZVPD) results for a cluster of 14 separate species, C48H68O42 in total.

The geometry in XYZ format:
```
158
C48H68O42 ωB97M-V/def2-TZVPD
H 10.221 -4.164 6.931
O -1.728 7.162 -1.081
O 5.131 5.211 -6.469
C 4.274 4.316 -6.775
C -9.603 -0.609 -0.183
C 5.258 -7.447 -4.686
H 0.650 -0.709 -1.896
C -7.727 5.320 -8.231
H -7.922 6.962 8.733
C 5.772 -5.208 -4.379
O 5.291 -8.674 -4.701
O 0.703 1.138 0.656
O 9.542 3.981 4.220
C 9.542 -4.564 6.179
C 8.864 -3.573 4.258
H -2.155 -0.195 8.778
H -2.608 -6.064 -4.570
C 1.840 -7.457 2.341
C -0.499 -0.163 -10.157
O -0.757 -2.248 -11.030
O 1.679 -8.227 3.424
H -8.228 -3.509 1.879
H -7.478 4.311 8.540
O 9.847 -4.342 3.897
H -3.394 6.511 -0.301
H 4.218 3.669 7.692
H 8.925 4.887 0.436
O 8.129 -2.936 3.443
H -8.760 5.057 -8.002
O -1.024 8.428 0.556
O 10.631 3.491 2.293
O 0.440 5.329 7.406
C -7.442 6.555 -7.429
O 4.210 -6.833 -5.116
C -3.258 -6.472 -5.344
H 3.724 3.407 6.039
C -2.513 -9.011 -5.376
H -2.178 7.086 1.656
H -7.345 -1.084 1.450
C 8.897 3.901 0.899
H 4.305 5.865 -9.177
C 3.173 -9.272 1.840
H 5.899 -4.584 -3.494
H -7.395 5.827 5.906
O -0.748 0.243 -0.702
H -4.440 -8.226 -5.762
O 2.473 6.119 6.832
H -8.189 -3.791 0.189
C -2.278 7.895 0.933
O 8.674 -3.661 5.552
O -3.775 -8.056 -3.756
C 1.506 0.436 -0.285
H 1.792 -0.549 0.083
H -1.523 -8.573 -5.501
H 2.867 -10.037 1.126
O 0.470 7.693 -0.975
C -3.580 -7.964 -5.146
C 10.396 -5.061 4.980
H 10.291 2.450 0.462
C -7.425 6.951 7.763
H -6.750 3.890 6.936
O 6.225 -6.529 -4.217
C 2.506 6.693 -8.438
O -9.186 5.734 6.671
C -9.732 4.495 6.715
O -6.103 6.384 -7.022
O 1.402 -2.843 -11.012
O -8.722 -0.697 -1.213
C 10.307 3.436 0.925
H -7.589 7.449 -8.036
H 4.033 5.633 5.616
H -3.209 -1.361 7.205
C -2.876 7.466 -0.390
C 3.791 5.940 -8.219
C 9.568 3.869 2.998
H -6.634 -3.594 1.073
H 1.859 6.333 -9.237
H 7.894 -5.266 7.529
H 3.524 -5.397 -3.947
H -7.673 -2.412 -1.476
O 8.539 3.892 2.227
O -4.732 -2.547 10.914
C -7.615 -1.502 -0.878
C -7.739 -1.738 0.673
O 1.191 -6.406 2.161
O -8.794 3.650 7.077
O 2.249 4.027 7.321
C 1.613 5.143 7.231
H -2.589 -9.472 -6.361
H 9.178 -6.478 7.206
C -2.126 -1.229 9.121
H -2.876 8.650 1.442
C -0.695 -1.660 9.315
H 0.630 1.018 -2.141
C -7.619 4.289 7.459
H -7.698 5.586 -9.288
O -1.522 1.057 1.131
O -10.897 4.185 6.471
H -2.421 -2.856 7.658
O -2.860 -1.418 10.247
H 3.854 -4.814 -5.477
H -4.247 -6.015 -5.366
H 5.750 6.684 -7.693
H 2.296 1.117 -0.602
H -2.919 -6.342 -6.372
C -1.392 -1.011 -11.068
H -3.524 8.085 -1.010
H 6.334 -4.669 -5.141
H 10.808 4.136 0.256
H -6.393 6.918 8.112
C 8.599 -5.652 6.793
H 10.378 -6.146 4.886
H -6.728 -1.034 -1.304
O 0.677 -0.789 -10.350
H -7.779 7.897 7.354
C 3.769 5.545 6.670
H 1.850 -10.238 3.272
H 11.447 -4.776 5.025
O -6.838 4.432 -7.696
H 2.717 7.755 -8.561
H 1.937 6.722 -7.508
C -0.657 7.752 -0.533
C 3.568 4.050 6.905
H 3.240 -9.358 3.999
H 4.228 -9.091 2.046
C -3.241 -9.183 -3.273
C -2.873 -1.949 8.059
C 0.468 0.241 -1.394
H -8.044 6.610 -6.522
H -0.266 -0.919 9.990
H -0.569 0.770 -10.716
H 8.032 -6.218 6.053
H -0.271 -1.740 8.314
O -9.166 -1.426 0.767
O 2.767 -7.973 1.449
C -5.781 5.103 -7.166
H -1.556 -0.618 -12.071
O -2.581 -9.848 -4.213
O 3.432 4.703 -7.723
C 0.502 -2.044 -10.665
O -4.024 -2.384 8.734
H -2.331 -1.101 -10.522
H 8.331 3.113 0.401
O -3.312 -9.493 -2.097
C 2.513 -9.377 3.187
H 4.432 5.922 7.449
O 4.317 3.139 -6.332
C -7.818 5.701 6.903
C 4.284 -5.476 -4.725
C -3.965 -2.155 10.030
O -10.665 0.000 -0.303
H -0.756 -0.067 -9.102
O -4.701 4.632 -6.834
C 4.837 6.399 -7.171
C -0.598 0.810 0.410
C -7.666 -3.254 0.980
H -0.623 -2.646 9.774
H 4.397 7.218 -6.602
```

Summary:
Strongest force on any atom = 0.1432 Eh/bohr
HOMO energy = -10.595 eV
Energy relative to the best compared isomer or geometry (same formula, charge and spin) = 927.81 kJ/mol
HOMO-LUMO gap = 10.61 eV
LUMO energy = 0.02 eV
Molecular weight = 1317.0 g mol⁻¹
E = -136867.385 eV


Record 8
DFT (ωB97M-V/def2-TZVPD) results for an isolated molecule of CH4N6O.

The geometry in XYZ format:
```
12
CH4N6O ωB97M-V/def2-TZVPD
H 2.443 -0.157 0.912
N 0.114 0.430 0.098
N -1.994 -1.200 -0.069
C 2.369 0.031 -0.163
O 1.294 0.892 -0.455
N -0.849 1.247 -0.177
N -2.035 1.056 0.119
N -1.033 -1.489 -0.634
H 3.259 0.554 -0.508
H -3.404 -0.234 0.916
N -2.425 -0.203 0.646
H 2.262 -0.925 -0.683
```

Summary:
Strongest force on any atom = 0.0649 Eh/bohr
HOMO energy (alpha / beta) = -8.612 / -8.235 eV
Energy relative to the best compared isomer or geometry (same formula, charge and spin) = 443.56 kJ/mol
HOMO-LUMO gap (alpha / beta) = 8.14 / 7.03 eV
LUMO energy (alpha / beta) = -0.47 / -1.21 eV
Molecular weight = 116.1 g mol⁻¹
E = -12082.346 eV